1.
Below is an isolated molecule of C19H22N2O7S2, with properties calculated with wB97M-V/def2-TZVPD.

HOMO = -8.677 eV
ΔE to the lowest compared entry with this formula, charge and spin = 32.7 kcal per mole
structure (SMILES) = COc1ccc(S(=O)(=O)N2CCOCC2)cc1NC(=O)COC(=O)c1ccc(C)s1

Each line ends with the natural charge from an NBO analysis.
Positions of all 52 atoms, in Å:
C (5.58445, 1.74546, -1.27260)  -0.250
H (6.02648, 0.74696, -1.21475)  0.183
O (4.17912, 1.69312, -1.16932)  -0.513
C (3.62670, 1.19101, -0.02506)  0.286
C (4.34665, 0.72191, 1.06249)  -0.299
C (3.68081, 0.23508, 2.17935)  -0.174
C (2.30443, 0.22623, 2.19916)  -0.343
C (1.56143, 0.68825, 1.12815)  -0.217
C (2.21293, 1.16889, 0.00455)  0.182
N (1.55462, 1.64944, -1.12816)  -0.622
C (0.21843, 1.65817, -1.37837)  0.672
O (-0.64151, 1.25988, -0.63378)  -0.588
C (-0.11821, 2.28136, -2.74499)  -0.166
H (0.64888, 2.02530, -3.48500)  0.201
H (-0.21001, 3.36524, -2.64723)  0.221
O (-1.38035, 1.82448, -3.17764)  -0.493
C (-1.45405, 0.48735, -3.36850)  0.772
O (-0.49134, -0.24033, -3.29759)  -0.595
C (-2.80369, 0.06794, -3.68863)  -0.350
C (-3.23871, -1.20502, -3.95446)  -0.157
C (-4.61654, -1.26194, -4.21256)  -0.285
C (-5.22934, -0.04177, -4.14237)  -0.155
S (-4.10276, 1.21051, -3.75130)  0.479
C (-6.66671, 0.26975, -4.35361)  -0.644
H (-6.78761, 0.99663, -5.15565)  0.228
H (-7.10111, 0.69808, -3.45112)  0.229
H (-7.21245, -0.63438, -4.61140)  0.227
H (-5.14265, -2.17151, -4.44176)  0.224
H (-2.57617, -2.05117, -3.95769)  0.237
H (2.18757, 1.96240, -1.85217)  0.418
H (0.48664, 0.66499, 1.17178)  0.276
S (1.42579, -0.37642, 3.63529)  2.319
O (2.37125, -1.05082, 4.48672)  -0.953
O (0.65408, 0.68741, 4.20595)  -0.936
N (0.36648, -1.44133, 2.89524)  -0.678
C (-0.97135, -1.52348, 3.44627)  -0.259
H (-1.25557, -0.51813, 3.75401)  0.244
C (-1.00168, -2.48465, 4.63664)  -0.088
H (-2.02271, -2.64803, 4.98541)  0.197
O (-0.50308, -3.75479, 4.27353)  -0.525
C (0.83047, -3.66784, 3.81824)  -0.094
H (1.12937, -4.68510, 3.55951)  0.194
C (0.93870, -2.73922, 2.60376)  -0.257
H (1.98399, -2.58894, 2.33217)  0.221
H (0.39557, -3.16233, 1.75261)  0.208
H (1.47838, -3.27957, 4.61636)  0.190
H (-0.39396, -2.06101, 5.45073)  0.172
H (-1.63938, -1.87570, 2.65409)  0.206
H (4.22092, -0.13774, 3.03433)  0.244
H (5.42434, 0.72915, 1.05464)  0.226
H (6.01777, 2.38519, -0.49868)  0.183
H (5.78947, 2.17434, -2.25215)  0.204

Forces on atoms 1 to 2 (eV/Å):
C 0.2742 0.0351 -0.0765
H -0.0348 0.0325 0.0149

=====

2.
Below is an isolated molecule of C19H22N4O3, with properties calculated with wB97M-V/def2-TZVPD.

HOMO = -7.225 eV
ΔE to the lowest compared entry with this formula, charge and spin = 306.4 kcal per mole
structure (SMILES) = CCOC(=O)N1CCN(Cc2cn[nH]c2-c2cc3ccccc3o2)CC1

Each line ends with the natural charge from an NBO analysis.
Positions of all 48 atoms, in Å:
C (-4.42286, 1.44940, 0.00061)  -0.632
C (-3.64095, 0.11873, -0.15605)  -0.034
H (-3.08768, 0.12353, -1.00022)  0.185
H (-4.21793, -0.82035, -0.09890)  0.188
O (-2.66381, -0.22042, 1.01828)  -0.599
C (-1.49936, 0.65727, 1.15713)  0.903
O (-1.02914, 1.39796, 0.24271)  -0.668
N (-0.96979, 0.39317, 2.30937)  -0.459
C (-1.37580, -0.37025, 3.48256)  -0.245
H (-2.34839, -0.62736, 3.21408)  0.251
C (-0.52919, -1.42904, 3.81937)  -0.261
N (0.85830, -1.35502, 3.18186)  -0.418
C (1.42704, 0.02698, 3.07983)  -0.264
C (0.30846, 1.15223, 2.43745)  -0.269
H (0.74924, 1.12578, 1.37194)  0.245
H (0.41116, 2.17910, 2.97092)  0.221
H (1.38772, 0.42135, 4.17370)  0.174
H (2.41488, 0.33937, 2.90399)  0.232
C (0.83298, -1.80781, 1.65251)  -0.239
C (2.19751, -1.23854, 1.03296)  -0.091
C (2.25898, -0.82023, -0.25298)  0.058
N (3.56335, -0.30332, -0.31794)  -0.302
N (4.25830, -0.77299, 0.56869)  -0.225
C (3.56050, -1.23537, 1.49615)  -0.094
H (3.72897, -2.01530, 2.33732)  0.229
H (3.89286, 0.04762, -1.36038)  0.404
C (1.39257, -0.41484, -1.33210)  0.283
C (-0.12901, -0.98885, -1.47519)  -0.254
C (-0.45161, -0.15484, -2.50634)  -0.123
C (-1.69141, -0.24136, -3.34279)  -0.141
C (-2.05912, 0.59227, -4.25703)  -0.259
C (-1.00482, 1.49626, -4.56718)  -0.194
C (0.12797, 1.75192, -3.86386)  -0.231
C (0.50937, 0.73621, -2.91320)  0.247
O (1.54710, 0.65301, -2.06799)  -0.383
H (0.70867, 2.56088, -3.99852)  0.216
H (-1.27950, 2.19026, -5.38762)  0.196
H (-2.81994, 0.84909, -4.80928)  0.218
H (-2.47564, -1.07571, -3.06640)  0.192
H (-0.42345, -1.77432, -0.86217)  0.236
H (1.05919, -2.71087, 1.73565)  0.211
H (0.15148, -1.30355, 1.30532)  0.194
H (-0.14906, -1.58887, 4.82018)  0.234
H (-0.65430, -2.37947, 3.25626)  0.214
H (-1.38198, 0.30179, 4.42489)  0.198
H (-5.04393, 1.39383, 0.76105)  0.206
H (-4.99411, 1.44881, -0.95784)  0.213
H (-3.68312, 2.27683, -0.14817)  0.240

Forces on atoms 1 to 2 (eV/Å):
C 3.9673 -1.2226 -5.4655
C -0.3221 -0.5560 4.5224

=====

3.
Below is an isolated molecule of C19H22N6O2, with properties calculated with wB97M-V/def2-TZVPD.

HOMO = -8.830 eV
ΔE to the lowest compared entry with this formula, charge and spin = 18.5 kcal per mole
structure (SMILES) = O=C(NCCc1nnc2ccc(NC[C@@H]3CCCO3)nn12)c1ccccc1

Each line ends with the natural charge from an NBO analysis.
Positions of all 49 atoms, in Å:
O (-4.38568, -2.39214, -1.27410)  -0.639
C (-4.35871, -1.24077, -0.87194)  0.660
N (-3.31353, -0.41481, -1.09653)  -0.636
H (-3.24174, 0.48814, -0.64062)  0.433
C (-2.09828, -0.86328, -1.72541)  -0.210
H (-2.23102, -1.91800, -1.97909)  0.243
H (-1.92881, -0.29235, -2.64632)  0.191
C (-0.90086, -0.68534, -0.78287)  -0.457
C (-0.72282, 0.74199, -0.41575)  0.318
N (-1.66836, 1.60417, -0.10287)  -0.304
N (-1.13084, 2.79101, 0.15676)  -0.256
C (0.17190, 2.67715, 0.00876)  0.214
C (1.24691, 3.57974, 0.15307)  -0.129
C (2.49445, 3.10757, -0.08887)  -0.276
C (2.68421, 1.73463, -0.47775)  0.386
N (1.69219, 0.88581, -0.59979)  -0.326
N (0.47498, 1.37530, -0.36189)  -0.146
N (3.93389, 1.30694, -0.78255)  -0.579
H (4.69590, 1.88974, -0.47406)  0.393
C (4.22523, -0.08309, -1.02507)  -0.237
H (5.15267, -0.15110, -1.59834)  0.200
H (3.40812, -0.50192, -1.61412)  0.234
C (4.35488, -0.90506, 0.27321)  0.084
C (5.54869, -0.46219, 1.14195)  -0.437
H (5.23446, 0.12718, 2.00066)  0.222
C (6.19844, -1.78701, 1.54182)  -0.426
H (7.26916, -1.70418, 1.71110)  0.217
C (5.85602, -2.65874, 0.33583)  -0.066
H (5.83764, -3.72696, 0.55347)  0.196
O (4.54802, -2.27575, -0.03750)  -0.523
H (6.56028, -2.47354, -0.48908)  0.156
H (5.72325, -2.18912, 2.43650)  0.208
H (6.24718, 0.12922, 0.54616)  0.192
H (3.40673, -0.82621, 0.82003)  0.188
H (3.36278, 3.74166, -0.00035)  0.222
H (1.04586, 4.59642, 0.44670)  0.241
H (0.01803, -1.03742, -1.25417)  0.241
H (-1.07264, -1.27396, 0.12270)  0.235
C (-5.49202, -0.64354, -0.10321)  -0.164
C (-6.37955, -1.52420, 0.50964)  -0.158
C (-7.45452, -1.04933, 1.23648)  -0.218
C (-7.66055, 0.31563, 1.35032)  -0.199
C (-6.79101, 1.19844, 0.73089)  -0.235
C (-5.70991, 0.72673, 0.00746)  -0.130
H (-5.05484, 1.43347, -0.47980)  0.206
H (-6.95662, 2.26304, 0.81095)  0.213
H (-8.50063, 0.69193, 1.91600)  0.211
H (-8.13387, -1.74170, 1.71215)  0.213
H (-6.20501, -2.58419, 0.39949)  0.235

Forces on atoms 1 to 2 (eV/Å):
O -0.0972 -0.2381 0.0492
C 0.1685 0.1058 -0.1738

=====

4.
Below is a structure of composition C19H22N6S3TcTe, with properties calculated with wB97M-V/def2-TZVPD.

HOMO (alpha / beta) = -12.814 / -12.815 eV
ΔE to the lowest compared entry with this formula, charge and spin = 1.0 kcal per mole
spin multiplicity = 2
total charge = +2

Each line ends with the natural charge from an NBO analysis.
Positions of all 52 atoms, in Å:
Tc (0.12210, 0.81543, 1.38514)  0.717
C (1.95508, -1.73223, -1.66282)  -0.698
C (1.18613, -0.75071, -0.85717)  0.317
N (1.28733, -0.63194, 0.43268)  -0.261
N (2.16603, -1.43227, 1.10620)  -0.375
C (2.13162, -1.25646, 2.39263)  0.301
N (2.95295, -1.95848, 3.17087)  -0.742
S (1.02910, -0.13873, 3.23235)  0.220
C (0.23986, 0.17431, -1.49659)  0.155
C (0.03479, 0.20324, -2.86389)  -0.194
C (-0.88147, 1.10119, -3.39123)  -0.107
C (-1.57720, 1.94371, -2.53849)  -0.217
C (-1.32539, 1.87014, -1.18099)  0.081
N (-0.43569, 1.01173, -0.67393)  -0.441
H (2.51969, -2.39655, -1.01880)  0.277
H (2.64638, -1.21057, -2.32998)  0.258
H (1.27576, -2.31635, -2.28667)  0.259
H (3.59383, -2.61600, 2.75506)  0.433
H (2.95535, -1.84125, 4.16949)  0.426
H (0.58458, -0.46510, -3.50901)  0.258
H (-1.04712, 1.14049, -4.45931)  0.256
H (-2.29694, 2.65807, -2.91098)  0.260
H (-1.83068, 2.51178, -0.47212)  0.234
S (-0.84181, 2.76219, 2.39119)  0.158
C (0.65443, 3.35432, 1.75426)  -0.101
N (1.36315, 2.40829, 1.15187)  -0.487
C (2.57070, 2.87205, 0.64667)  0.175
C (3.54882, 2.13399, -0.01141)  -0.241
C (4.68881, 2.79571, -0.42096)  -0.161
C (4.85769, 4.16415, -0.18061)  -0.175
C (3.89236, 4.90085, 0.48001)  -0.186
C (2.74369, 4.23754, 0.89194)  -0.235
S (1.37514, 4.89570, 1.76217)  0.581
H (3.42399, 1.07148, -0.17548)  0.223
H (5.47000, 2.24779, -0.92939)  0.239
H (5.76316, 4.65408, -0.51036)  0.246
H (4.03125, 5.95573, 0.67260)  0.250
C (-4.05190, -1.72858, -2.63318)  -0.857
Te (-2.19369, -2.62561, -2.10593)  0.340
C (-2.96546, -4.60454, -1.97281)  -0.846
H (-4.79961, -1.96628, -1.88248)  0.225
H (-4.36582, -2.10354, -3.60192)  0.241
H (-3.91370, -0.65090, -2.68565)  0.223
H (-3.63212, -4.76462, -2.81497)  0.241
H (-3.49615, -4.74747, -1.03780)  0.221
H (-2.13138, -5.29741, -2.03508)  0.244
C (-3.71907, -1.88039, 1.69530)  -0.745
C (-2.53362, -1.05841, 1.57844)  0.571
N (-1.59612, -0.40699, 1.49422)  -0.426
H (-4.60556, -1.25571, 1.58896)  0.289
H (-3.72879, -2.36100, 2.67336)  0.292
H (-3.70155, -2.63776, 0.91163)  0.288

Forces on atoms 1 to 2 (eV/Å):
Tc -0.0406 0.2694 0.2800
C 0.0545 -0.0347 -0.0302

=====

Listing calculated total energy for the structures above in their given order: -59042.8252; -32151.1009; -33095.4326; -70985.1444 eV.